# 1
18
Properties=species:S:1:pos:R:3:forces:R:3 method="wB97M-V/def2-TZVPD" lumo_ev=1.0 molar_mass_g_mol=101.1 e_above_lowest_kcal_mol=64.8 homo_ev=-8.8 gap_ev=9.73 multiplicity=1
C -2.0002 0.0329 -0.7904 -0.064 0.127 0.138
C -1.4359 1.0115 0.2213 -1.693 0.551 1.316
C -0.8639 0.4444 1.4290 3.021 -2.236 -0.438
N 0.5973 -0.7688 0.9484 -0.506 1.185 0.183
C 1.3255 -0.1905 -0.0256 0.101 0.573 -0.334
O 0.8968 0.7660 -0.6742 0.668 -0.084 -0.147
C 2.7497 -0.6609 -0.3347 -0.064 -0.186 0.026
H -2.8371 0.4718 -1.3403 0.087 -0.110 0.044
H -1.2182 -0.2489 -1.5046 -0.110 0.152 0.223
H -2.3330 -0.8774 -0.2800 -0.070 0.119 -0.150
H -0.9929 1.9216 -0.1928 0.005 -0.525 0.324
H -2.2046 1.3441 1.0515 -0.531 0.424 -1.876
H -0.4696 1.2166 2.1009 0.354 -0.716 -0.071
H -1.4927 -0.3118 1.8804 0.153 -0.003 0.167
H 1.0924 -1.5818 1.3523 -0.953 0.871 0.374
H 2.9487 -0.4673 -1.3932 -0.096 -0.086 0.225
H 2.9340 -1.7153 -0.1143 -0.050 0.052 0.033
H 3.4639 -0.0600 0.2440 -0.254 -0.109 -0.037

# 2
22
Properties=species:S:1:pos:R:3:forces:R:3 method="wB97M-V/def2-TZVPD" lumo_ev=-2.9 molar_mass_g_mol=107.2 e_above_lowest_kcal_mol=28.8 homo_ev=-14.6 gap_ev=11.71 total_charge=+1 multiplicity=1
C 1.8116 1.0510 -0.3857 -0.621 -0.722 -1.033
C 0.7886 -0.0477 0.0228 0.521 1.261 -0.143
C -0.3707 0.5329 0.8563 -0.143 -0.297 0.262
C -1.7508 0.5134 0.1990 0.164 0.179 -0.125
N -1.6885 0.8086 -1.2570 0.252 -0.106 0.908
N 0.2642 -0.6508 -1.2359 0.811 -0.373 0.744
H 1.6292 1.3655 -1.4111 -0.501 0.157 -0.308
H 1.7432 1.9729 0.1690 0.409 -0.091 0.624
H 2.7961 0.6198 -0.5078 0.452 0.157 0.710
H 1.2961 -0.8380 0.5233 0.331 -0.389 0.749
H -0.5619 -0.0138 1.7636 0.292 -0.706 0.416
H -0.0939 1.4874 1.2946 -0.050 0.450 -0.597
H -2.3534 1.2496 0.6865 -0.641 0.238 0.385
H -2.2017 -0.4702 0.3457 -0.044 0.126 -0.250
H -1.5277 1.7778 -1.4135 -0.308 0.942 -0.304
H -0.6047 0.1629 -1.4451 -0.635 -0.820 -1.054
H -2.4906 0.4584 -1.7490 -0.329 0.137 -0.328
H 1.0180 -0.7134 -1.8894 0.445 0.023 -0.657
H -0.0272 -1.6047 -1.0592 -0.398 -0.153 -0.026
H 1.5377 -2.7530 2.2876 -0.240 -0.013 0.096
H 0.1455 -2.0803 2.2703 0.035 0.049 0.370
O 0.6412 -2.8283 1.9352 0.201 -0.048 -0.439

# 3
57
Properties=species:S:1:pos:R:3:forces:R:3 method="wB97M-V/def2-TZVPD" lumo_ev=4.1 molar_mass_g_mol=552.2 homo_ev=-0.9 gap_ev=4.98 total_charge=-2 multiplicity=1
Na 0.5689 -0.5973 -1.3664 -0.910 -0.530 0.877
O -2.0515 1.0011 3.4715 -0.323 0.318 0.017
C -1.9791 2.2752 3.0432 -0.073 -0.151 -0.256
C -2.5247 3.2533 3.8783 -0.128 -0.049 0.145
C -2.6242 4.5719 3.4874 0.038 -0.060 -0.032
C -2.1472 4.9589 2.2425 -0.024 0.213 0.104
C -1.5660 4.0139 1.4265 0.144 -0.032 0.021
C -1.4676 2.6695 1.7895 -0.147 0.149 0.671
C -0.9183 1.7747 0.7550 -0.244 -0.150 -0.736
O -0.0708 0.7460 0.9884 0.368 -0.086 -0.471
N -1.2794 2.0569 -0.4435 -0.666 0.375 0.697
N -0.7700 1.3431 -1.4854 0.490 -0.589 -0.265
C -1.5294 1.3358 -2.5260 -0.415 0.561 0.734
C -1.2366 0.7373 -3.7783 0.294 -0.527 -0.488
C -2.2246 0.7789 -4.7709 -0.046 0.084 0.004
C -2.0579 0.1903 -5.9973 -0.410 0.057 -0.202
C -0.8743 -0.5116 -6.2530 0.076 0.030 -0.033
C 0.1170 -0.5738 -5.3182 0.195 -0.087 -0.127
C 0.0142 0.0687 -4.0445 -0.239 0.262 -0.366
O 0.9721 0.0600 -3.2284 0.654 0.174 -0.656
H -1.3044 0.4754 3.0806 0.313 0.076 -0.057
H -2.8831 2.9364 4.8473 -0.046 -0.080 0.043
H -3.0682 5.3009 4.1529 -0.026 0.017 0.058
H -2.2190 5.9902 1.9223 0.031 0.017 -0.025
H -1.1656 4.2911 0.4644 -0.029 0.027 -0.096
H -2.5198 1.8141 -2.4416 0.248 0.058 0.009
H -3.1479 1.3031 -4.5499 -0.076 0.032 0.042
H -2.8390 0.2435 -6.7450 -0.031 -0.004 -0.010
H -0.7494 -1.0063 -7.2090 0.046 -0.066 -0.032
H 1.0275 -1.1245 -5.5087 0.072 -0.044 0.033
N 3.2445 -1.2205 -1.4886 -0.188 0.069 -0.331
C 2.7117 -1.7704 -0.3525 0.724 -0.596 0.626
N 3.1386 -2.9991 -0.0616 0.146 -0.221 -0.319
C 2.5691 -3.5172 1.0273 0.322 0.196 0.077
N 2.8416 -4.8474 1.2883 -0.006 -0.032 -0.047
N 1.8460 -2.8682 1.9062 -0.187 -0.103 0.237
C 1.5615 -1.5779 1.5882 0.038 -0.157 0.095
N 1.9007 -1.0321 0.3861 0.005 0.163 0.134
C 0.8875 -0.8306 2.5553 -0.052 -0.141 -0.436
C 0.8930 -1.1328 3.9297 -0.108 0.070 0.026
C 0.8384 -0.1241 4.8580 -0.177 -0.334 0.167
C 1.0423 1.2148 4.3907 0.048 0.173 -0.387
C 0.8928 1.4760 3.0798 0.424 0.661 -0.046
N 0.2650 0.4583 2.3202 -0.672 0.068 0.861
H 3.5232 -1.9511 -2.1279 -0.092 0.026 -0.088
H 2.6564 -0.5304 -1.9389 0.387 0.114 -0.215
H 3.0032 -5.3524 0.4291 -0.091 -0.020 -0.024
H 2.1163 -5.2523 1.8617 0.045 -0.030 -0.041
H 1.0744 -2.1568 4.2146 0.016 -0.169 0.047
H 0.8571 -0.3311 5.9175 0.032 -0.090 0.081
H 1.4438 1.9677 5.0533 0.020 0.146 -0.007
H 1.1289 2.4120 2.5954 0.136 0.028 -0.066
F -0.2673 -4.8137 -3.2219 -0.459 -0.350 -0.633
B 0.4234 -4.0835 -2.2635 -0.191 -0.192 -0.128
F 1.4449 -3.3640 -2.8621 0.711 0.490 -0.343
F 0.9324 -4.9685 -1.3258 0.389 -0.491 0.716
F -0.4519 -3.1823 -1.6427 -0.358 0.726 0.440

# 4
83
Properties=species:S:1:pos:R:3:forces:R:3 method="wB97M-V/def2-TZVPD" lumo_ev=0.5 molar_mass_g_mol=787.7 e_above_lowest_kcal_mol=0.0 homo_ev=-9.1 gap_ev=9.54 multiplicity=1
C 3.3072 2.3179 3.2113 -0.021 -0.054 -0.076
C 3.2212 2.5400 1.7068 -0.324 -0.222 0.132
Br 4.8873 3.3261 1.0827 0.194 0.092 -0.119
C 2.8965 1.2446 0.9397 0.196 0.009 0.164
Si 1.6717 1.4693 -0.4428 0.071 0.490 -0.236
I 2.7575 2.6885 -2.2785 0.000 0.011 -0.008
C 0.1828 2.5224 -0.0335 -0.060 0.157 0.020
C -0.5143 2.2588 1.3008 0.095 -0.031 -0.003
O 0.0179 1.0882 1.9295 -0.034 0.076 -0.387
Si -0.9234 0.2370 3.0058 -0.142 -0.020 0.145
C 0.1520 -1.1540 3.6166 0.165 -0.035 0.017
C -2.4964 -0.4017 2.2147 0.040 -0.109 -0.078
C -1.4030 1.3666 4.4038 -0.096 -0.067 0.047
O 1.2211 0.0535 -1.1185 0.003 -0.188 0.355
Si 0.9419 -1.4297 -0.4574 -0.148 -0.309 -0.002
C 1.2147 -2.7026 -1.7802 0.085 -0.109 -0.074
C 2.6872 -3.1011 -1.9858 0.064 -0.114 -0.114
C 3.6580 -1.9430 -2.1899 -0.045 0.114 0.176
O 3.3077 -1.0482 -3.2335 0.553 -0.251 -0.185
H 2.2963 2.1495 3.5932 0.034 -0.059 0.022
H 3.9164 1.4405 3.4439 -0.012 0.077 -0.073
H 3.7426 3.1776 3.7170 -0.083 0.042 0.010
H 2.4637 3.2997 1.4991 0.172 0.068 0.052
H 2.4579 0.5469 1.6605 -0.022 -0.021 -0.143
H 3.8093 0.7840 0.5490 -0.052 0.031 0.073
H -0.5124 2.3886 -0.8698 0.103 0.001 0.009
H 0.5218 3.5595 -0.0914 -0.076 0.023 -0.015
H -1.5892 2.1365 1.1423 -0.036 0.019 0.019
H -0.3850 3.1159 1.9695 0.033 -0.077 0.040
H 1.1349 -1.1096 3.1399 -0.032 -0.027 0.015
H -0.2837 -2.1282 3.3896 0.024 -0.011 0.027
H 0.3073 -1.0887 4.6966 -0.018 -0.035 -0.053
H -2.3697 -1.4444 1.9088 -0.058 0.083 -0.032
H -3.3047 -0.3596 2.9495 -0.021 -0.042 -0.050
H -2.8236 0.1623 1.3365 0.055 0.001 0.086
H -2.1228 2.1218 4.0786 0.055 0.019 0.047
H -1.8904 0.7506 5.1687 0.037 0.145 0.035
H -0.5398 1.8613 4.8544 -0.048 -0.001 0.023
H 1.8619 -1.7196 0.6700 0.007 0.119 0.029
H -0.4459 -1.4651 0.0518 -0.029 -0.012 0.015
H 0.7642 -2.3525 -2.7162 -0.028 0.019 0.016
H 0.6321 -3.5868 -1.5046 0.034 -0.011 -0.049
H 3.0302 -3.6520 -1.1042 0.011 0.012 -0.046
H 2.7689 -3.7914 -2.8328 -0.038 0.039 0.046
H 3.7642 -1.3727 -1.2550 -0.041 -0.033 -0.003
H 4.6468 -2.3395 -2.4339 -0.015 0.023 0.041
H 2.3668 -1.0802 -3.3724 -0.573 0.148 0.052
F 4.2975 -5.1462 -6.1471 0.003 0.020 -0.014
C 4.2676 -3.9316 -6.7428 -0.027 -0.085 0.039
C 4.0492 -2.8178 -5.9599 0.034 -0.012 0.022
C 4.0220 -1.5751 -6.5742 0.002 0.044 0.009
C 4.2056 -1.4670 -7.9460 0.003 -0.004 0.006
C 4.4204 -2.6080 -8.7066 -0.002 -0.002 -0.028
C 4.4539 -3.8598 -8.1076 0.006 0.027 -0.021
H 3.9125 -2.9153 -4.8927 -0.001 0.005 0.004
H 3.8641 -0.6957 -5.9640 -0.006 0.005 0.008
H 4.1852 -0.4955 -8.4205 -0.001 0.008 -0.007
H 4.5648 -2.5279 -9.7759 0.002 0.004 -0.010
H 4.6219 -4.7631 -8.6776 -0.002 -0.007 0.004
F -1.9777 -3.6800 -1.3954 -0.030 -0.014 -0.002
C -3.0402 -3.0334 -1.9280 0.121 -0.005 0.054
C -4.1618 -3.7638 -2.2585 -0.022 0.006 -0.017
C -5.2435 -3.0882 -2.8051 -0.031 -0.018 -0.002
C -5.1891 -1.7167 -3.0085 0.005 0.000 0.003
C -4.0442 -1.0124 -2.6640 0.006 0.027 -0.006
C -2.9515 -1.6695 -2.1169 -0.027 0.020 -0.008
H -4.1783 -4.8317 -2.0913 0.006 -0.004 0.005
H -6.1342 -3.6409 -3.0726 -0.009 -0.003 -0.005
H -6.0365 -1.1983 -3.4354 -0.008 0.005 -0.004
H -3.9961 0.0567 -2.8226 -0.004 0.011 -0.002
H -2.0491 -1.1434 -1.8364 0.003 -0.004 0.001
F -4.5125 3.2874 3.6871 -0.001 0.012 0.018
C -4.4653 3.8238 4.9285 0.016 -0.039 -0.094
C -4.3084 2.9767 6.0051 -0.007 -0.032 0.042
C -4.2470 3.5315 7.2748 -0.003 0.008 0.015
C -4.3462 4.9050 7.4467 0.010 -0.003 -0.009
C -4.5050 5.7294 6.3416 -0.009 0.031 0.007
C -4.5651 5.1925 5.0635 0.004 0.016 0.013
H -4.2342 1.9106 5.8431 -0.001 -0.003 -0.007
H -4.1179 2.8846 8.1322 -0.011 -0.005 0.011
H -4.2982 5.3322 8.4388 0.001 0.005 0.009
H -4.5826 6.8005 6.4712 0.001 0.010 0.004
H -4.6854 5.8135 4.1868 -0.003 -0.004 -0.007

# 5
52
Properties=species:S:1:pos:R:3:forces:R:3 method="wB97M-V/def2-TZVPD" lumo_ev=-0.1 molar_mass_g_mol=395.5 e_above_lowest_kcal_mol=41.7 homo_ev=-8.5 gap_ev=8.43 smiles="CCOCCCn1c(=S)[nH]c2cc(C(=O)NCC(OC)OC)ccc2c1=O" multiplicity=1
C -3.5165 -0.3294 -0.5179 -0.085 0.404 -0.193
C -3.9441 0.8308 -1.4041 -0.094 -0.258 -0.021
O -3.0990 1.9304 -1.1332 0.070 -0.174 0.198
C -3.5269 3.1670 -1.6595 -0.167 0.353 -0.163
C -3.3587 3.3092 -3.1776 0.248 -0.226 0.350
C -1.8879 3.3493 -3.5995 -0.410 0.544 -0.232
N -1.1559 2.2061 -3.0785 0.259 -0.198 -0.112
C -1.3093 0.9999 -3.6929 0.018 -0.385 -0.274
S -2.1690 0.7825 -5.0840 -0.251 -0.161 -0.478
N -0.7032 -0.0806 -3.1312 -0.078 0.016 0.014
C -0.0080 -0.0428 -1.9510 0.341 0.376 0.626
C 0.5225 -1.1946 -1.3755 0.050 0.007 0.104
C 1.2010 -1.1130 -0.1714 -0.045 0.283 -0.367
C 1.7771 -2.3691 0.4047 -0.263 0.020 0.169
O 2.2670 -3.2364 -0.2884 0.115 -0.110 -0.241
N 1.6462 -2.4716 1.7493 -0.166 0.048 0.259
C 2.3602 -3.4743 2.4957 0.259 0.090 0.173
C 3.4257 -2.8564 3.4337 0.079 -0.321 -0.167
O 3.8219 -1.6341 2.8802 -0.181 -0.227 -0.087
C 5.0225 -1.1214 3.4200 0.073 0.030 0.145
O 2.9962 -2.7265 4.7652 0.118 0.009 0.077
C 1.9012 -1.8571 4.9776 0.091 -0.001 -0.023
C 1.3860 0.1252 0.4501 -0.030 -0.050 -0.001
C 0.8705 1.2670 -0.1240 -0.132 -0.013 -0.161
C 0.1609 1.1951 -1.3209 0.123 -0.380 0.080
C -0.4165 2.4064 -1.9115 0.215 -0.021 0.089
O -0.2685 3.5157 -1.4504 -0.010 -0.016 0.158
H -4.1399 -1.1965 -0.7172 -0.039 -0.129 -0.002
H -3.6126 -0.0504 0.5278 -0.012 -0.018 0.125
H -2.4770 -0.5840 -0.7088 0.108 -0.081 -0.019
H -4.9889 1.1050 -1.1927 0.075 0.002 -0.045
H -3.8788 0.5368 -2.4621 -0.042 0.073 0.078
H -2.9118 3.9132 -1.1497 -0.136 0.022 -0.029
H -4.5827 3.3352 -1.3979 0.103 -0.004 0.029
H -3.8319 4.2387 -3.4943 -0.047 0.041 -0.029
H -3.8616 2.4849 -3.6853 -0.043 0.093 -0.036
H -1.8116 3.3452 -4.6892 0.079 0.007 0.187
H -1.4034 4.2393 -3.1940 -0.049 -0.156 -0.102
H -0.8271 -0.9609 -3.6153 -0.058 0.255 0.001
H 0.4105 -2.1543 -1.8573 0.013 -0.121 -0.063
H 1.2952 -1.6779 2.2605 -0.016 -0.020 -0.177
H 2.8470 -4.1137 1.7561 -0.061 0.034 0.161
H 1.6754 -4.0804 3.0975 0.118 0.002 -0.068
H 4.2824 -3.5446 3.5168 -0.149 0.172 -0.069
H 5.1858 -0.1600 2.9377 0.087 -0.015 0.055
H 4.9440 -0.9878 4.5028 0.032 0.032 -0.056
H 5.8603 -1.7918 3.2022 0.000 0.040 0.002
H 0.9674 -2.2847 4.5976 -0.038 0.002 0.004
H 1.8252 -1.7352 6.0561 -0.111 0.048 -0.058
H 2.0750 -0.8813 4.5138 -0.042 -0.004 0.046
H 1.9653 0.1908 1.3588 0.062 0.002 0.111
H 0.9983 2.2369 0.3311 0.022 0.082 0.034